1.
The following is a DFT calculation (ωB97M-V/def2-TZVPD) of the molecule C21H29N5O3.

Cartesian coordinates (Å):
C (-2.358777, -2.863453, -2.765062)
C (-2.190992, -3.857979, -1.623615)
C (-2.771484, -3.367412, -0.295383)
N (-2.047469, -2.217212, 0.229757)
C (-2.438774, -0.925810, 0.023160)
N (-3.518513, -0.630009, -0.741681)
C (-1.711981, 0.117122, 0.552480)
N (-2.223914, 1.435326, 0.327168)
C (-1.361365, 2.248296, -0.522966)
C (-2.107199, 3.512967, -0.936436)
C (-2.516910, 4.301828, 0.303104)
C (-3.337955, 3.404601, 1.223584)
C (-2.547405, 2.144099, 1.560969)
C (-0.499917, -0.118784, 1.258398)
O (0.224267, 0.748809, 1.742714)
N (-0.139866, -1.467496, 1.378445)
C (1.118896, -1.778638, 2.047981)
C (2.306126, -1.550823, 1.091790)
O (2.807840, -2.454254, 0.461421)
N (2.683367, -0.253575, 1.049519)
C (3.657794, 0.301011, 0.194742)
C (3.286981, 1.399195, -0.575570)
C (4.191094, 1.998013, -1.430038)
C (5.480361, 1.500458, -1.516457)
C (5.856409, 0.428083, -0.729361)
C (4.967550, -0.184411, 0.146251)
C (5.422845, -1.302317, 1.027238)
C (-0.889499, -2.529530, 0.939268)
O (-0.593356, -3.681602, 1.159993)
H (-1.913101, -3.264202, -3.671759)
H (-1.869191, -1.920229, -2.536221)
H (-3.411540, -2.669786, -2.961919)
H (-1.132226, -4.071195, -1.471146)
H (-2.686655, -4.796259, -1.878489)
H (-2.664174, -4.163033, 0.446716)
H (-3.830176, -3.123688, -0.394216)
H (-4.248675, -1.298809, -0.903541)
H (-3.753075, 0.353182, -0.690207)
H (-1.099579, 1.655312, -1.403918)
H (-0.433600, 2.523468, 0.000605)
H (-1.467246, 4.117527, -1.580825)
H (-2.998320, 3.234569, -1.503197)
H (-3.094075, 5.183618, 0.018709)
H (-1.621682, 4.638002, 0.830610)
H (-3.591418, 3.930884, 2.145023)
H (-4.267386, 3.123279, 0.723320)
H (-3.146521, 1.476332, 2.187106)
H (-1.638463, 2.414862, 2.117118)
H (1.209465, -1.140433, 2.929761)
H (1.089838, -2.833252, 2.325491)
H (2.001456, 0.407401, 1.426993)
H (2.275805, 1.773718, -0.497605)
H (3.890390, 2.845833, -2.027523)
H (6.194725, 1.956073, -2.185995)
H (6.870571, 0.058517, -0.782499)
H (4.994108, -2.245254, 0.688573)
H (6.506956, -1.381767, 1.016895)
H (5.085624, -1.141189, 2.050716)

Cartesian forces (eV/Å) of the 3 atoms listed first:
0.104 -0.216 0.096
-0.140 0.205 0.053
0.055 -0.575 -0.212

Results
SMILES: CCCn1c(N)c(N2CCCCC2)c(=O)n(CC(=O)Nc2ccccc2C)c1=O
relative energy (zero: lowest compared OMol25 entry of this formula, charge and spin): 0.3672 eV
LUMO level: 0.486 eV
orbital gap: 8.908 eV
HOMO level: -8.4 eV
charge: 0

***

2.
The following is a DFT calculation (ωB97M-V/def2-TZVPD) of the molecule C21H29NO3.

Cartesian coordinates (Å):
C (-6.107683, -0.308565, 0.733131)
O (-5.349989, -1.480274, 0.557599)
C (-3.974630, -1.303702, 0.819604)
C (-3.299396, -0.374363, -0.140472)
C (-3.207727, -0.385853, -1.501287)
C (-2.437428, 0.748218, -1.854010)
C (-2.113875, 1.373412, -0.685080)
C (-1.292488, 2.585212, -0.401752)
N (0.018102, 2.228206, 0.123752)
C (0.729238, 3.384350, 0.632845)
C (2.007600, 2.942688, 1.338659)
C (2.882761, 2.126966, 0.392799)
C (2.091525, 0.954723, -0.207875)
C (2.941771, 0.296066, -1.307212)
O (2.157217, -0.577329, -2.086238)
C (1.717600, -0.041647, 0.918982)
C (1.395577, -1.438432, 0.463867)
C (0.128085, -1.702574, -0.040868)
C (-0.225350, -2.957344, -0.496751)
C (0.694905, -3.987740, -0.434640)
C (1.943625, -3.750150, 0.108838)
C (2.310377, -2.490902, 0.568555)
C (3.658441, -2.324730, 1.214286)
C (0.828432, 1.532685, -0.857661)
O (-2.645626, 0.698981, 0.357835)
H (-5.794683, 0.480714, 0.040001)
H (-6.020294, 0.067834, 1.760192)
H (-7.142250, -0.577763, 0.531396)
H (-3.541315, -2.305794, 0.746929)
H (-3.819392, -0.917783, 1.838469)
H (-3.634974, -1.110741, -2.162894)
H (-2.158558, 1.053097, -2.841960)
H (-1.217839, 3.184256, -1.327247)
H (-1.799808, 3.183762, 0.361211)
H (0.082122, 3.907995, 1.342002)
H (0.983794, 4.089144, -0.182119)
H (1.744168, 2.345482, 2.210959)
H (2.552644, 3.824124, 1.682487)
H (3.225281, 2.776210, -0.417910)
H (3.767347, 1.759942, 0.918216)
H (3.782969, -0.235554, -0.847368)
H (3.361001, 1.086589, -1.952022)
H (2.735443, -1.154946, -2.592706)
H (0.836542, 0.369010, 1.414445)
H (2.536543, -0.069670, 1.638016)
H (-0.596772, -0.906370, -0.067269)
H (-1.215179, -3.127898, -0.894708)
H (0.438995, -4.975043, -0.791124)
H (2.652375, -4.564152, 0.183208)
H (3.541616, -2.108320, 2.276875)
H (4.230472, -1.512759, 0.770337)
H (4.237617, -3.240532, 1.119393)
H (0.252243, 0.719631, -1.295977)
H (1.128808, 2.211652, -1.677726)

Cartesian forces (eV/Å) of the 3 atoms listed first:
-0.028 0.094 0.006
0.037 -0.170 -0.076
0.099 0.061 0.115

Results
SMILES: COCc1ccc(CN2CCC[C@@](CO)(Cc3ccccc3C)C2)o1
relative energy (zero: lowest compared OMol25 entry of this formula, charge and spin): 2.0199 eV
LUMO level: 0.748 eV
orbital gap: 9.151 eV
HOMO level: -8.4 eV
charge: 0

***

3.
The following is a DFT calculation (ωB97M-V/def2-TZVPD) of C21H30AuBrNO7S4Si as an isolated structure.

Cartesian coordinates (Å):
Au (0.149544, -1.946314, 0.926548)
O (-2.751756, -6.637514, 5.301248)
C (-2.316856, -5.818614, 4.546548)
S (-2.440256, -5.907214, 2.783948)
C (-1.611556, -4.400514, 2.376648)
C (-1.141256, -3.665914, 3.459448)
S (-0.323756, -2.189414, 3.474948)
S (-1.458256, -4.354214, 5.049448)
S (-1.521156, -4.023414, 0.736448)
C (1.705644, 2.989786, -0.705052)
C (1.458844, 1.631086, -1.374752)
C (0.795244, 1.838586, -2.737052)
C (2.786844, 0.888786, -1.562052)
O (0.671644, 0.832586, -0.527952)
Si (-0.942556, 0.753986, -0.308352)
O (-1.186256, -0.422814, 0.739548)
O (-1.564156, 2.178886, 0.233548)
C (-1.663856, 2.665886, 1.552748)
C (-2.886356, 2.026586, 2.216548)
C (-1.835356, 4.188086, 1.431948)
C (-0.425656, 2.335086, 2.386148)
O (-1.612156, 0.533286, -1.775052)
C (-2.953456, 0.340086, -2.152752)
C (-3.796656, -0.246714, -1.022752)
C (-3.518156, 1.704686, -2.568452)
C (-2.936056, -0.627514, -3.342752)
H (2.300744, 3.629686, -1.356152)
H (2.234944, 2.849786, 0.235248)
H (0.749344, 3.462786, -0.501352)
H (1.470144, 2.359886, -3.415452)
H (-0.119356, 2.409886, -2.613852)
H (0.528644, 0.870486, -3.148852)
H (3.442144, 1.435786, -2.237552)
H (2.576544, -0.098514, -1.962352)
H (3.281444, 0.761486, -0.600652)
H (-3.791656, 2.279686, 1.670548)
H (-2.981056, 2.361886, 3.246148)
H (-2.749656, 0.948786, 2.192348)
H (-2.683456, 4.413686, 0.789648)
H (-0.945156, 4.626086, 0.986248)
H (-1.997556, 4.637886, 2.408348)
H (-0.307056, 1.257286, 2.425748)
H (-0.540456, 2.726286, 3.394848)
H (0.464044, 2.761286, 1.935648)
H (-3.827656, 0.450086, -0.192152)
H (-3.342656, -1.167214, -0.667452)
H (-4.808656, -0.449214, -1.369152)
H (-3.394456, 2.390886, -1.734952)
H (-4.571056, 1.630886, -2.830152)
H (-2.959756, 2.090386, -3.419752)
H (-2.538556, -1.585514, -3.020052)
H (-2.292156, -0.237914, -4.126552)
H (-3.940456, -0.769214, -3.735952)
Br (7.006244, -1.720214, -2.698852)
C (6.046444, -2.103614, -1.106052)
C (6.718844, -2.162714, 0.106048)
N (6.103444, -2.437114, 1.239948)
C (4.801044, -2.643914, 1.217148)
C (4.036344, -2.574014, 0.056448)
C (4.680244, -2.310314, -1.145052)
C (2.546844, -2.584114, 0.140048)
O (1.882044, -2.120014, -0.795052)
O (2.023444, -2.980614, 1.222648)
H (7.780044, -1.972514, 0.171748)
H (4.320444, -2.850814, 2.162148)
H (4.115144, -2.254614, -2.062352)

Cartesian forces (eV/Å) of the 3 atoms listed first:
0.064 0.134 0.825
-0.170 -0.334 0.330
0.249 0.500 -0.561

Results
LUMO level (alpha / beta): 2.235 / 0.787 eV
multiplicity: 3
orbital gap (alpha / beta): 7.262 / 6.104 eV
HOMO level (alpha / beta): -5.0 / -5.3 eV
charge: -1